{"formula": "C40H27F15GeIrN3PS", "method": "wB97M-V/def2-TZVPD", "max_force_ev_per_a": 1.9, "orbital_gap_ev": 7.1817, "charge": 1, "e_homo_ev": -10.43, "energy_ev": -166622.61876, "multiplicity": 1, "elements": ["Ir", "N", "C", "C", "N", "C", "C", "N", "H", "H", "H", "H", "H", "H", "H", "H", "H", "H", "H", "H", "H", "C", "C", "C", "C", "C", "C", "P", "C", "C", "C", "C", "C", "C", "C", "C", "C", "C", "C", "C", "H", "H", "H", "H", "H", "H", "H", "H", "H", "H", "H", "H", "H", "H", "F", "C", "C", "C", "F", "C", "F", "C", "F", "C", "F", "Ge", "S", "C", "C", "F", "C", "F", "C", "F", "C", "F", "C", "F", "C", "C", "F", "C", "F", "C", "F", "C", "F", "C", "F"], "xyz": [[1.989, -0.149, 0.036], [3.977, -0.327, -0.590], [4.862, -0.250, 0.595], [4.399, -1.268, 1.613], [2.952, -1.112, 1.869], [2.547, -0.458, 3.139], [2.381, 1.028, 2.935], [1.431, 1.195, 1.817], [4.255, 0.363, -1.278], [4.062, -1.235, -1.040], [5.903, -0.436, 0.316], [4.794, 0.762, 0.991], [4.565, -2.273, 1.219], [4.978, -1.182, 2.535], [2.500, -2.024, 1.862], [1.583, -0.891, 3.409], [3.257, -0.677, 3.940], [2.039, 1.502, 3.858], [3.321, 1.500, 2.645], [0.513, 0.849, 2.089], [1.323, 2.173, 1.566], [3.920, 3.759, -4.843], [4.351, 2.527, -4.367], [3.706, 1.944, -3.291], [2.624, 2.585, -2.686], [2.204, 3.825, -3.155], [2.853, 4.404, -4.238], [1.679, 1.681, -1.426], [0.537, 2.845, -0.659], [1.053, 3.982, -0.030], [0.210, 4.844, 0.656], [-1.151, 4.566, 0.723], [-1.660, 3.436, 0.101], [-0.821, 2.572, -0.588], [0.910, 0.443, -2.463], [0.369, 0.429, -3.751], [0.051, -0.799, -4.292], [0.302, -1.970, -3.562], [0.845, -1.947, -2.288], [1.166, -0.706, -1.723], [4.415, 4.213, -5.691], [5.184, 2.022, -4.838], [4.025, 0.967, -2.949], [1.365, 4.333, -2.699], [2.519, 5.364, -4.608], [2.114, 4.204, -0.086], [0.611, 5.730, 1.131], [-1.815, 5.232, 1.257], [-2.723, 3.230, 0.148], [-1.211, 1.692, -1.077], [0.218, 1.345, -4.311], [-0.381, -0.864, -5.281], [0.068, -2.928, -4.012], [1.013, -2.869, -1.746], [-3.927, 0.381, 2.397], [-3.815, 0.494, 1.070], [-2.914, -0.280, 0.358], [-2.920, -0.111, -1.016], [-2.106, -0.848, -1.773], [-3.750, 0.780, -1.671], [-3.705, 0.918, -2.992], [-4.631, 1.542, -0.922], [-5.430, 2.412, -1.519], [-4.665, 1.400, 0.455], [-5.511, 2.135, 1.173], [-1.833, -1.756, 1.068], [0.349, -1.627, 0.998], [-2.603, -3.314, 0.176], [-1.885, -4.346, -0.403], [-0.545, -4.354, -0.385], [-2.499, -5.424, -1.018], [-1.775, -6.390, -1.575], [-3.881, -5.496, -1.050], [-4.481, -6.521, -1.633], [-4.636, -4.494, -0.460], [-5.962, -4.566, -0.470], [-3.985, -3.433, 0.140], [-4.756, -2.509, 0.736], [-2.120, -1.905, 3.002], [-2.587, -3.031, 3.658], [-2.970, -4.118, 2.979], [-2.678, -3.108, 5.040], [-3.131, -4.208, 5.630], [-2.281, -2.028, 5.808], [-2.356, -2.084, 7.130], [-1.799, -0.886, 5.188], [-1.404, 0.154, 5.923], [-1.730, -0.850, 3.812], [-1.261, 0.293, 3.262]], "lowdin_charge": [0.955, -0.110, -0.203, -0.172, -0.221, -0.202, -0.211, -0.075, 0.055, 0.117, 0.130, 0.113, 0.133, 0.130, 0.039, 0.093, 0.129, 0.129, 0.111, 0.040, 0.061, -0.060, -0.060, -0.094, -0.325, -0.071, -0.056, 1.008, -0.383, -0.126, -0.062, -0.050, -0.038, -0.054, -0.405, -0.063, -0.075, -0.068, -0.124, -0.428, 0.114, 0.113, 0.088, 0.106, 0.114, 0.116, 0.113, 0.115, 0.101, 0.092, 0.116, 0.108, 0.111, 0.082, 0.114, -0.215, -0.124, -0.258, 0.103, -0.147, 0.140, -0.141, 0.155, -0.153, 0.140, 0.764, 0.398, -0.135, -0.215, 0.064, -0.136, 0.135, -0.124, 0.154, -0.135, 0.142, -0.221, 0.103, -0.147, -0.201, 0.110, -0.134, 0.143, -0.126, 0.152, -0.138, 0.129, -0.247, 0.053]}